[1]
11
Properties=species:S:1:pos:R:3 method="wB97M-V/def2-TZVPD" charge=0 homo_lumo_gap_ha="0.2188 / 0.3632" e_lumo_ev="1.275 / 1.199" e_above_lowest_kcal_mol=8.43 multiplicity=2
C -1.505 -0.550 -0.498
N -0.171 -0.551 0.114
C 0.822 0.340 -0.104
N 1.811 0.817 0.727
H -1.799 0.350 -1.036
H -1.544 -1.331 -1.267
H -2.208 -0.749 0.311
H -0.085 -1.424 0.622
H 0.742 0.852 -1.064
H 1.777 0.518 1.693
H 2.160 1.728 0.503

***

[2]
11
Properties=species:S:1:pos:R:3 method="wB97M-V/def2-TZVPD" charge=0 homo_lumo_gap_ha=0.3278 smiles=Oc1nnc(S)n1S e_lumo_ev=0.123 e_above_lowest_kcal_mol=12.09 multiplicity=1
O 1.999 0.213 1.785
C 0.750 0.106 1.346
N -0.311 0.022 2.093
N -1.400 -0.094 1.236
C -0.963 -0.080 0.017
S -1.903 -0.184 -1.463
N 0.417 0.044 -0.002
S 1.477 0.152 -1.319
H 2.553 0.395 1.061
H -3.069 -0.343 -0.788
H 1.673 -1.183 -1.507

***

[3]
15
Properties=species:S:1:pos:R:3 method="wB97M-V/def2-TZVPD" charge=+1 homo_lumo_gap_ha=0.3741 e_lumo_ev=-3.367 e_above_lowest_kcal_mol=114.69 multiplicity=1
C -1.428 -0.742 0.002
C 0.000 -0.733 0.627
C 0.920 0.025 -0.224
C -0.043 0.748 0.603
N 2.262 0.056 0.018
N -1.369 0.763 -0.132
H -1.492 -1.266 -0.884
H -2.142 -1.185 0.608
H 0.246 -1.513 1.414
H 0.541 0.015 -1.827
H 0.196 1.559 1.311
H 2.762 -0.787 -0.405
H 2.786 0.899 -0.279
H -1.063 0.851 -1.060
H -2.177 1.310 0.229

***

[4]
46
Properties=species:S:1:pos:R:3 method="wB97M-V/def2-TZVPD" charge=+2 homo_lumo_gap_ha=0.1342 e_lumo_ev=-10.398 multiplicity=1
C 3.677 1.331 2.478
C 3.841 1.839 1.042
C 2.785 1.225 0.132
C 3.199 0.642 -1.211
C 1.785 0.289 -1.733
C 1.047 -0.139 -0.387
C 0.912 -1.671 -0.379
C 0.034 -2.245 0.741
C 0.589 -3.555 1.242
Br -0.050 -5.033 0.166
C -0.224 0.662 -0.084
C -1.298 0.355 -1.159
C -2.591 -0.309 -0.682
C -3.833 0.602 -0.856
C -4.468 0.926 0.478
N -5.808 1.480 0.262
O 1.981 0.172 0.650
H 2.657 1.491 2.797
H 3.838 0.258 2.493
H 4.384 1.798 3.146
H 3.636 2.898 1.082
H 4.848 1.672 0.684
H 2.127 2.060 -0.141
H 3.632 -0.326 -0.979
H 3.826 1.225 -1.867
H 1.950 -0.547 -2.484
H 1.335 1.224 -2.196
H 0.603 -2.051 -1.363
H 1.916 -2.046 -0.220
H 0.013 -1.545 1.568
H -0.953 -2.399 0.334
H 0.276 -3.744 2.256
H 1.668 -3.558 1.248
H 0.008 1.720 -0.113
H -0.566 0.486 0.922
H -1.579 1.289 -1.643
H -0.765 -0.290 -1.909
H -2.788 -1.224 -1.227
H -2.512 -0.562 0.364
H -3.566 1.546 -1.323
H -4.538 0.103 -1.510
H -3.888 1.702 0.967
H -4.521 0.025 1.088
H -6.351 1.384 1.112
H -6.295 0.925 -0.433
Ti 0.030 -0.078 -3.352

***

[5]
9
Properties=species:S:1:pos:R:3 method="wB97M-V/def2-TZVPD" charge=0 homo_lumo_gap_ha=0.3933 smiles="CC(N)=O" e_lumo_ev=0.806 e_above_lowest_kcal_mol=24.43 multiplicity=1
C -0.871 0.861 -0.669
C -0.001 -0.175 0.013
N 1.166 0.319 0.548
O -0.334 -1.339 0.110
H -0.163 1.734 -1.230
H -1.632 1.373 0.192
H -1.546 0.244 -1.503
H 1.368 1.321 0.612
H 1.711 -0.317 1.150

***

[6]
24
Properties=species:S:1:pos:R:3 method="wB97M-V/def2-TZVPD" charge=-1 homo_lumo_gap_ha="0.0963 / 0.3299" e_lumo_ev="3.465 / 3.388" e_above_lowest_kcal_mol=4.91 multiplicity=2
C -3.352 -1.948 0.594
C 0.071 -1.190 0.975
C -2.044 -1.374 1.027
C -1.751 -0.348 1.846
N -0.911 -1.905 0.507
N -0.385 -0.193 1.772
H 1.147 -1.288 0.884
H 0.151 0.245 2.517
H -2.273 0.239 2.572
H -4.227 -1.676 1.182
H -3.313 -3.024 0.499
H -3.563 -1.652 -0.415
C 1.636 0.633 -1.346
C 0.784 0.865 -2.578
C 1.940 1.849 -0.539
O 1.609 2.996 -0.835
N 2.865 1.644 0.458
H 1.013 0.098 -0.668
H 2.526 0.029 -1.519
H 1.314 1.424 -3.313
H -0.101 1.470 -2.349
H 3.218 2.400 1.023
H 3.311 0.753 0.621
H 0.334 -0.050 -2.917

***

[7]
57
Properties=species:S:1:pos:R:3 method="wB97M-V/def2-TZVPD" charge=0 homo_lumo_gap_ha=0.3045 smiles="CCCS(=O)(=O)N1CCC[C@@H](C(=O)NCCN(CC)c2ccccc2)C1" e_lumo_ev=0.759 e_above_lowest_kcal_mol=5.63 multiplicity=1
C -3.460 -2.309 1.330
C -3.741 -2.308 -0.168
C -4.344 -1.000 -0.645
S -3.055 0.223 -1.028
O -3.725 1.393 -1.531
O -2.074 -0.387 -1.881
N -2.342 0.510 0.469
C -2.958 1.574 1.239
C -2.524 2.966 0.777
C -1.002 3.064 0.716
C -0.448 1.937 -0.158
C 1.070 1.986 -0.223
O 1.760 2.389 0.692
N 1.580 1.553 -1.397
C 2.994 1.578 -1.681
C 3.618 0.175 -1.823
N 3.491 -0.643 -0.647
C 4.568 -0.575 0.315
C 4.562 0.663 1.218
C 2.322 -1.316 -0.351
C 1.430 -1.724 -1.353
C 0.325 -2.497 -1.060
C 0.055 -2.885 0.241
C 0.901 -2.456 1.249
C 2.009 -1.682 0.965
C -0.899 0.595 0.430
H -2.746 -1.530 1.580
H -3.050 -3.269 1.635
H -4.378 -2.139 1.890
H -2.814 -2.464 -0.721
H -4.422 -3.129 -0.407
H -4.997 -0.541 0.090
H -4.880 -1.111 -1.584
H -4.039 1.466 1.137
H -2.683 1.417 2.287
H -2.942 3.142 -0.215
H -2.926 3.715 1.462
H -0.704 4.031 0.309
H -0.569 2.975 1.715
H -0.869 2.013 -1.167
H 0.961 1.145 -2.080
H 3.455 2.114 -0.850
H 3.169 2.133 -2.610
H 4.683 0.305 -2.039
H 3.170 -0.327 -2.684
H 5.512 -0.609 -0.243
H 4.526 -1.481 0.924
H 3.549 0.922 1.512
H 4.992 1.521 0.707
H 5.152 0.474 2.112
H 1.600 -1.463 -2.386
H -0.331 -2.796 -1.864
H -0.798 -3.505 0.466
H 0.697 -2.725 2.276
H 2.627 -1.353 1.784
H -0.545 -0.236 -0.178
H -0.515 0.481 1.448

***

[8]
23
Properties=species:S:1:pos:R:3 method="wB97M-V/def2-TZVPD" charge=+1 homo_lumo_gap_ha=0.3631 e_lumo_ev=-2.811 e_above_lowest_kcal_mol=28.07 multiplicity=1
C -0.809 -2.443 -0.746
C -1.651 -1.247 -0.257
C -0.746 -0.067 -0.065
C -0.595 0.841 -1.005
N 0.375 1.944 -0.679
N 0.486 -2.522 -0.038
H -0.593 -2.418 -1.816
H -1.347 -3.361 -0.616
H -2.099 -1.537 0.692
H -2.448 -1.065 -0.953
H -0.069 -0.184 0.770
H -1.187 1.048 -1.883
H 1.150 1.480 -0.182
H 0.736 2.451 -1.484
H -0.100 2.582 -0.017
H 0.402 -3.153 0.744
H 1.290 -2.683 -0.620
H 2.204 -0.563 0.721
H 3.148 0.655 1.003
O 2.475 0.308 0.404
H -0.798 2.810 2.074
H 0.106 4.003 2.174
O 0.069 3.121 1.780

***

[9]
115
Properties=species:S:1:pos:R:3 method="wB97M-V/def2-TZVPD" charge=+1 homo_lumo_gap_ha=0.1530 e_lumo_ev=-5.251 e_above_lowest_kcal_mol=31.63 multiplicity=1
C -45.684 -44.217 18.579
C -44.473 -44.301 19.547
C -44.514 -45.562 20.420
C -43.787 -46.693 19.854
C -42.352 -46.249 19.597
C -42.299 -45.180 18.398
N -43.137 -44.024 18.744
O -42.954 -42.912 18.154
C -42.616 -45.705 16.967
C -40.864 -44.736 18.435
C -44.744 -43.015 20.397
H -45.611 -44.998 17.946
H -45.671 -43.355 17.966
H -46.491 -44.132 19.250
H -45.420 -45.582 20.889
H -44.149 -45.410 21.448
H -44.220 -47.194 18.827
H -43.927 -47.339 20.680
H -41.887 -46.977 19.135
H -41.941 -46.009 20.470
H -43.679 -45.911 16.933
H -42.051 -46.456 16.608
H -42.501 -44.866 16.366
H -40.578 -44.393 19.522
H -40.567 -43.848 17.728
H -40.176 -45.598 17.902
H -43.785 -42.988 21.167
H -45.533 -43.265 21.207
H -44.925 -42.151 19.892
N -43.501 -50.073 18.748
C -43.949 -50.213 20.092
C -42.680 -49.965 20.942
C -41.477 -49.830 19.976
C -42.135 -49.836 18.652
H -44.242 -50.331 18.052
H -44.918 -50.568 20.533
H -42.663 -49.982 22.011
H -40.456 -49.476 20.201
H -41.774 -49.841 17.501
N -41.278 -47.682 12.630
C -40.857 -46.809 11.639
C -40.043 -45.661 12.211
C -39.973 -46.030 13.729
C -40.911 -47.263 13.982
H -41.693 -48.488 12.347
H -40.830 -47.086 10.436
H -39.462 -44.965 11.589
H -39.571 -45.424 14.356
H -41.216 -47.885 14.790
N -37.501 -46.048 17.623
C -37.824 -46.781 18.710
C -38.391 -48.053 18.209
C -38.431 -48.015 16.712
C -37.677 -46.653 16.430
H -36.841 -45.177 17.572
H -37.727 -46.661 19.742
H -38.893 -48.821 18.656
H -38.612 -48.697 15.857
H -37.270 -46.209 15.544
C -45.154 -40.540 16.463
N -44.466 -41.729 15.867
O -43.299 -41.626 15.652
O -45.222 -42.628 15.569
H -44.971 -40.702 17.571
H -46.168 -40.387 16.355
H -44.729 -39.669 15.960
C -40.102 -43.780 24.318
N -40.501 -43.686 22.859
O -39.663 -43.833 21.962
O -41.610 -43.253 22.722
H -40.817 -43.575 25.032
H -39.318 -43.187 24.515
H -39.734 -44.663 24.591
C -49.852 -46.918 18.978
N -48.400 -46.824 18.644
O -47.629 -47.536 19.457
O -47.973 -46.131 17.854
H -49.943 -46.157 19.774
H -50.376 -47.798 19.318
H -50.416 -46.191 18.295
C -45.721 -41.304 25.427
N -45.496 -41.507 23.884
O -46.391 -41.071 23.176
O -44.691 -42.308 23.637
H -44.836 -41.110 26.036
H -46.161 -42.310 25.663
H -46.402 -40.470 25.411
C -44.246 -45.202 24.740
N -43.489 -46.391 24.193
O -42.512 -46.189 23.428
O -43.926 -47.412 24.665
H -45.242 -45.482 24.708
H -44.044 -44.609 23.791
H -43.636 -44.781 25.639
C -48.319 -43.660 22.458
N -47.352 -44.208 23.264
O -47.526 -44.242 24.502
O -46.404 -44.803 22.747
H -49.209 -44.104 22.557
H -48.159 -43.582 21.377
H -48.480 -42.742 22.754
C -47.177 -45.032 14.706
N -47.006 -46.298 13.929
O -47.786 -46.578 13.013
O -45.833 -46.683 14.175
H -46.586 -44.124 14.421
H -47.002 -45.270 15.640
H -48.154 -44.850 14.642
C -49.083 -40.702 17.611
N -48.288 -41.003 18.841
O -49.042 -40.943 19.895
O -47.150 -41.136 18.847
H -49.031 -41.724 17.045
H -48.456 -40.073 16.995
H -50.103 -40.640 17.807

***

[10]
57
Properties=species:S:1:pos:R:3 method="wB97M-V/def2-TZVPD" charge=0 homo_lumo_gap_ha="0.3424 / 0.1573" e_lumo_ev="-0.391 / -5.341" multiplicity=2
I -0.414 0.828 0.136
C -4.963 0.344 -0.894
O -4.517 -0.785 -1.022
N -4.293 1.259 -0.323
N -6.212 0.653 -1.130
H -3.407 0.948 0.049
H -4.776 2.100 -0.041
H -6.377 1.602 -0.826
H -6.855 -0.123 -1.071
C -1.462 -3.078 -2.343
O -2.028 -4.040 -2.762
N -2.003 -1.928 -1.874
N -0.154 -3.103 -2.218
H -3.005 -1.806 -1.900
H -1.399 -1.343 -1.314
H 0.130 -4.067 -2.316
H 0.373 -2.441 -1.666
C -2.170 3.468 -3.273
O -2.335 4.054 -4.331
N -2.629 3.801 -2.110
N -1.652 2.393 -3.077
H -3.124 4.669 -1.963
H -2.578 3.041 -1.446
H -1.415 2.076 -2.147
H -1.103 2.000 -3.828
C -0.024 -2.744 2.211
O 0.762 -2.015 2.777
N -0.283 -3.866 2.804
N -0.607 -2.605 1.051
H 0.280 -4.056 3.620
H -0.977 -4.496 2.425
H -1.222 -3.393 0.906
H -0.695 -1.769 0.491
C 3.554 0.126 2.206
O 2.885 -0.230 3.120
N 4.865 0.089 2.260
N 3.091 0.631 1.072
H 5.399 0.143 3.116
H 5.408 0.493 1.510
H 2.134 0.878 0.865
H 3.707 0.692 0.274
C 2.158 3.174 2.986
O 1.653 2.633 3.940
N 3.333 3.684 2.961
N 1.607 3.272 1.745
H 3.806 3.385 3.801
H 3.747 4.024 2.104
H 0.668 2.928 1.602
H 2.161 3.484 0.928
C 2.872 -2.297 -1.145
O 3.747 -3.007 -1.662
N 2.572 -2.309 0.167
N 2.360 -1.230 -1.718
H 2.054 -1.528 0.542
H 3.082 -2.990 0.711
H 2.693 -0.925 -2.621
H 1.581 -0.696 -1.361

***

[11]
44
Properties=species:S:1:pos:R:3 method="wB97M-V/def2-TZVPD" charge=-2 homo_lumo_gap_ha="0.1661 / 0.1651" e_lumo_ev="4.514 / 4.515" e_above_lowest_kcal_mol=19.57 multiplicity=2
C 1.409 1.377 -1.786
C 1.878 0.026 -1.891
C 2.388 -0.362 -0.581
C 1.849 -0.864 -3.082
C 2.169 0.780 0.311
C 1.582 1.832 -0.446
C 1.441 3.232 0.014
C 0.857 2.189 -2.893
C 3.110 -1.610 -0.224
C 2.750 0.882 1.678
V 0.361 -0.366 -0.435
Cl 0.081 -2.421 -0.721
Cl -1.287 0.001 -2.137
O -0.086 -0.275 1.450
H 1.127 -0.516 -3.826
H 1.589 -1.905 -2.845
H 2.848 -0.864 -3.518
H 2.846 -2.452 -0.872
H 2.936 -1.885 0.823
H 4.182 -1.422 -0.347
H 2.790 -0.097 2.168
H 2.169 1.566 2.316
H 3.785 1.259 1.593
H 1.419 3.278 1.101
H 0.488 3.627 -0.337
H 2.292 3.827 -0.349
H 0.380 1.550 -3.639
H 1.646 2.785 -3.379
H 0.081 2.862 -2.501
H -0.184 -1.123 1.957
O -1.760 2.464 0.028
H -1.517 1.766 0.893
Se -1.229 -3.474 1.832
C -2.654 -2.343 1.789
C -2.970 -1.470 2.888
C -4.149 -0.685 2.864
C -5.020 -0.768 1.746
C -4.713 -1.621 0.688
C -3.559 -2.386 0.698
H -2.297 -1.458 3.769
H -4.375 -0.021 3.717
H -5.926 -0.157 1.754
H -5.369 -1.706 -0.160
H -3.362 -3.053 -0.108

***

[12]
12
Properties=species:S:1:pos:R:3 method="wB97M-V/def2-TZVPD" charge=0 homo_lumo_gap_ha=0.3382 smiles="[H]/N=C/N1C=C1C" e_lumo_ev=0.978 e_above_lowest_kcal_mol=90.51 multiplicity=1
H -2.666 -1.391 1.308
N -1.688 -1.353 1.036
C -1.532 -0.657 -0.019
N -0.276 -0.675 -0.659
C 0.778 -1.017 0.319
C 0.856 0.168 -0.152
C 1.392 1.489 -0.496
H -2.343 -0.162 -0.566
H 0.912 -1.838 1.001
H 2.416 1.564 -0.123
H 0.771 2.280 -0.061
H 1.381 1.594 -1.587

***

Electronic energy
In order: -5165.269 -30309.627 -7263.168 -111644.556 -5692.170 -13986.961 -41654.868 -11460.040 -83639.073 -51008.933 -137122.924 -7221.666
Unit: eV